12
Properties=species:S:1:pos:R:3:forces:R:3:nbo_charge:R:1 method="wB97M-V/def2-TZVPD" fmax_ev_per_a=3.468 de_lowest_ev=2.961 multiplicity=1
H 0.572 -1.785 1.771 -0.073 -0.470 -1.397 0.231
C 0.318 -1.825 0.668 -0.834 -0.992 0.570 -0.565
F -0.019 3.905 -1.211 -0.932 -0.353 -0.124 -0.585
P -1.430 3.152 -0.946 1.249 0.476 0.014 1.180
N 0.507 0.061 -0.871 1.059 0.645 -0.408 -0.470
F -1.028 2.626 0.501 -0.295 -0.129 0.106 -0.590
C 1.469 -0.608 -1.255 -1.508 0.811 0.784 0.167
S 1.773 -2.090 -0.419 0.725 -0.385 0.317 0.221
H -0.351 0.241 1.184 0.585 -0.341 -1.355 0.220
H -1.229 -0.487 -0.097 -3.292 -0.472 -0.985 0.201
C -0.290 -0.416 0.264 2.913 -0.702 1.627 -0.241
H -0.293 -2.776 0.412 0.403 1.913 0.851 0.232